# 1
C52H63N6PS3Sn | ωB97M-V with the def2-TZVPD basis set

Structure (ORCA input):
```
! wB97M-V def2-TZVPD RIJCOSX def2/J DEFGRID3
* xyz 2 1
Sn -0.02778 0.09486 -1.06816
S 2.39965 2.95587 -3.79726
C 3.58721 1.71278 -3.15868
C 2.72649 0.66439 -2.41615
C 1.26835 0.92646 -2.54421
C 0.99143 2.07079 -3.14392
C -0.39673 2.61377 -3.15556
C -0.78260 3.69285 -3.93893
C -2.09938 4.13486 -3.88177
C -3.00151 3.48125 -3.05706
C -2.54882 2.40189 -2.31429
N -1.27862 1.98146 -2.34539
H 4.24108 1.39097 -3.96579
H 3.04035 -0.37265 -2.54765
H -0.05801 4.16936 -4.58788
H -2.41547 4.98452 -4.47777
H -4.03550 3.80202 -2.98670
H -3.22524 1.84907 -1.66151
C 2.65853 -2.20338 5.01361
C 1.59288 -3.00145 4.30025
C 1.05167 -4.15490 4.86209
C 0.11571 -4.92163 4.18062
C -0.32943 -4.52042 2.92601
C 0.15320 -3.34489 2.37582
C 1.12775 -2.61168 3.04750
N 1.70817 -1.43480 2.44036
C 2.14922 -1.35691 1.17894
N 2.24552 -2.49211 0.48277
C 1.96352 -2.67487 -0.92654
C 1.10911 -1.84878 -1.67218
C 0.93935 -2.14876 -3.01714
C 1.51303 -3.27826 -3.58475
C 2.30602 -4.11409 -2.81166
C 2.55504 -3.82079 -1.48084
C 3.43638 -4.71737 -0.64097
N 2.41859 -0.15141 0.64174
C 3.48172 0.23133 -0.04818
C 3.20160 1.30175 -1.03612
C 4.31513 2.03996 -1.80016
C 5.62470 1.34957 -1.65245
C 5.81660 0.30250 -0.79502
C 4.81771 -0.27011 0.04751
C 5.22768 -1.33362 1.02417
H 2.95874 -2.69682 5.93464
H 2.30256 -1.20022 5.27754
H 3.54846 -2.08498 4.39006
H 1.39205 -4.46675 5.84434
H -0.26537 -5.83518 4.62672
H -1.06432 -5.10921 2.38481
H -0.21511 -2.99205 1.41609
H 1.84958 -0.61548 3.01357
H 2.11508 -3.32564 1.04088
H 0.34093 -1.50295 -3.64840
H 1.33642 -3.50410 -4.63063
H 2.74858 -5.00221 -3.25123
H 3.90079 -5.48210 -1.25951
H 2.86273 -5.23470 0.13726
H 4.22793 -4.15170 -0.14522
H 2.43056 1.96614 -0.65804
H 4.41331 3.11183 -1.61090
H 6.45992 1.71457 -2.24721
H 6.81482 -0.12183 -0.71034
H 6.21903 -1.11754 1.42258
H 5.28266 -2.30885 0.52701
H 4.53112 -1.42379 1.85590
C -2.98107 -2.66160 4.99730
S -2.28696 -1.54637 3.75751
C -1.20727 -0.57978 4.83789
H -2.17557 -3.17149 5.53029
H -3.58889 -3.39851 4.47257
H -3.60610 -2.10874 5.69800
H -1.79457 0.03769 5.51969
H -0.59555 0.06632 4.20128
H -0.55995 -1.24851 5.41241
C 1.76749 4.86262 -0.81877
C 0.60657 4.93108 0.17822
C 0.95785 5.90177 1.31190
P 0.04981 3.21119 0.61581
C 0.75484 2.68586 2.25042
C 0.15514 3.28231 3.52848
C 2.28410 2.84722 2.24447
C -1.77221 3.45723 0.79655
C -2.26331 4.54781 1.75490
C -2.45546 2.12453 1.10849
H 1.99304 5.86051 -1.21105
H 1.53603 4.21709 -1.66155
H 2.67719 4.48555 -0.33202
H -0.26600 5.32019 -0.35198
H 1.92056 5.65977 1.76223
H 0.20863 5.94295 2.10189
H 1.04703 6.90886 0.89194
H 0.54338 1.61196 2.23117
H 0.12312 4.37155 3.49769
H 0.78234 3.00229 4.38218
H -0.85064 2.91281 3.72397
H 2.56765 3.88677 2.40527
H 2.73831 2.50926 1.30938
H 2.72348 2.26419 3.06076
H -2.04917 3.75837 -0.21857
H -2.23616 4.21440 2.79168
H -3.30257 4.78490 1.51376
H -1.69534 5.47398 1.67030
H -2.10221 1.71523 2.05938
H -2.26459 1.37369 0.33463
H -3.53854 2.25335 1.19405
S -4.61143 -3.63008 -4.53562
C -3.55655 -2.52803 -3.61828
C -2.87809 -1.50588 -4.27740
C -2.04125 -0.67690 -3.55324
N -1.84204 -0.83745 -2.23464
C -2.50540 -1.81986 -1.59535
C -3.37185 -2.67187 -2.24469
C -6.17436 -3.14241 -3.80884
C -6.69876 -3.82058 -2.72051
C -7.91528 -3.38337 -2.20425
N -8.59846 -2.35140 -2.70705
C -8.08773 -1.72438 -3.77227
C -6.87717 -2.08021 -4.35927
H -3.00443 -1.36109 -5.34364
H -1.51935 0.15116 -4.02510
H -2.32391 -1.91325 -0.52507
H -3.88844 -3.44649 -1.69400
H -6.18877 -4.67867 -2.29414
H -8.36344 -3.88703 -1.35268
H -8.67415 -0.90413 -4.17524
H -6.49829 -1.55220 -5.22779
*
```

Results
- Kohn-Sham gap (alpha / beta) (hartree) = 0.1960 / 0.2071
- molecular weight (g/mol) = 1018.0
- E_HOMO (alpha / beta) (eV) = -12.33 / -12.33
- E_tot (eV) = -111498.106
- strongest force on any atom (eV/Å) = 1.2

Here are the Mulliken charges for atoms 1 to 4, given in e: Sn 1.047; S -0.268; C -0.182; C -1.056

=====

# 2
C4H6N3O2 | ωB97M-V with the def2-TZVPD basis set

Structure (ORCA input):
```
! wB97M-V def2-TZVPD RIJCOSX def2/J DEFGRID3
* xyz 1 1
C 1.02849 0.03851 1.72432
N 0.15554 -0.20874 0.80003
C -1.16501 -1.31322 0.92159
O -1.08298 -2.12453 1.73346
N -1.80244 -0.89988 -0.15992
C -1.13995 -0.13966 -1.10940
O -1.40215 0.11792 -2.19960
N 0.08352 0.26789 -0.45183
C 1.08760 1.10687 -1.05933
H 1.82736 0.74320 1.32745
H 1.01734 -0.30426 2.71568
H -2.73708 -1.25481 -0.25303
H 0.56065 1.47680 -1.98075
H 1.48750 1.93858 -0.56532
H 2.08162 0.55533 -1.44334
*
```

Results
- Kohn-Sham gap (hartree) = 0.3585
- molecular weight (g/mol) = 128.1
- E_HOMO (eV) = -14.79
- E_tot (eV) = -12801.742
- strongest force on any atom (eV/Å) = 4.7
- SMILES = C=[N+]1C(=O)NC(=O)N1C

Here are the Mulliken charges for atoms 1 to 4, given in e: C -0.070; N -0.015; C 0.415; O -0.293

=====

# 3
C5H9GdNO3 | ωB97M-V with the def2-TZVPD basis set

Structure (ORCA input):
```
! wB97M-V def2-TZVPD RIJCOSX def2/J DEFGRID3
* xyz 3 8
C -2.33307 -1.34146 0.95604
N -0.98042 -0.95578 0.59870
C -0.67081 -0.63733 -0.77322
C 0.71759 -0.02261 -1.01659
C 0.85419 1.47461 -0.56464
O 2.28663 1.48247 -0.29654
C 2.33582 0.27895 0.52514
O 2.74759 0.25239 1.61016
O 1.74252 -0.63860 -0.23579
H -2.30876 -1.92356 1.87189
H -2.76666 -1.92551 0.13532
H -2.92858 -0.43773 1.12815
H -0.27496 -1.56878 1.02756
H -1.40780 0.06116 -1.17874
H -0.76682 -1.55420 -1.37324
H 0.94049 -0.10257 -2.07938
H 0.43448 1.58617 0.45296
H 0.50870 2.23374 -1.26821
Gd 1.86988 3.73863 0.48046
*
```

Results
- Kohn-Sham gap (alpha / beta) (hartree) = 0.3318 / 0.2052
- <S²> = 16.05
- molecular weight (g/mol) = 288.4
- E_HOMO (alpha / beta) (eV) = -23.09 / -19.97
- E_tot (eV) = -33757.559
- strongest force on any atom (eV/Å) = 2.2

Here are the Mulliken charges for atoms 1 to 4, given in e: C -0.744; N -0.005; C -0.855; C -0.003

=====

# 4
C9H11O3 | ωB97M-V with the def2-TZVPD basis set

Structure (ORCA input):
```
! wB97M-V def2-TZVPD RIJCOSX def2/J DEFGRID3
* xyz -1 1
C 3.55045 0.89079 1.77569
C 0.17257 -1.22516 0.16564
C 0.44539 0.08407 -0.21975
C 0.94625 -1.83672 1.15199
C 1.56527 0.73847 0.29161
C 2.07021 -1.18067 1.67160
C 2.35192 0.10872 1.25527
O -0.77217 -1.96665 -0.41932
H -1.55666 -1.49873 -0.89482
H -0.24170 0.52308 -0.91264
H 0.59744 -2.77608 1.53970
H 1.87183 1.62767 -0.23993
H 2.86808 -1.68007 2.18867
H 3.26463 1.65404 2.49359
H 4.17325 1.17918 0.94325
H 4.22069 0.27492 2.39056
C -4.17459 1.11521 -1.87035
C -2.94028 0.19100 -1.89749
O -3.02886 -0.80633 -1.12466
O -1.99049 0.52688 -2.62213
H -5.08672 0.59754 -1.51954
H -4.44502 1.47231 -2.86474
H -3.86148 1.98653 -1.28220
*
```

Results
- Kohn-Sham gap (hartree) = 0.2919
- molecular weight (g/mol) = 167.2
- E_HOMO (eV) = -4.61
- E_tot (eV) = -15655.899
- strongest force on any atom (eV/Å) = 1.7

Here are the Mulliken charges for atoms 1 to 4, given in e: C -1.401; C 0.480; C -0.238; C -0.594

=====

Question: Which of these has the highest E_tot?
Answer: C4H6N3O2

=====

Question: Which value of E_tot does entry 1 give?
Answer: -111498.106 eV

=====

Question: Among the records above, which one has the lowest strongest force on any atom?
Answer: C52H63N6PS3Sn

=====

Question: Which of these has the lowest strongest force on any atom?
Answer: C52H63N6PS3Sn